## one
C2HClO | the ωB97M-V functional and the def2-TZVPD basis

CARTESIAN COORDINATES (ANGSTROEM)
O -1.42 -1.86 -0.05
C -0.42 -1.27 0.03
C 0.58 -0.47 0.04
Cl 2.37 -0.55 -0.07
H 0.06 0.21 -0.70

Calculated values
frontier orbital gap: 0.35019 hartree
SMILES: O=C=CCl
LUMO level: -0.010 eV
total charge: 0

Partial charges, Löwdin, in e:
1 O 0.183
2 C -0.309
3 C -0.533
4 Cl 0.546
5 H 0.113

## two
C2HClO | the ωB97M-V functional and the def2-TZVPD basis

CARTESIAN COORDINATES (ANGSTROEM)
C -0.32 0.48 -0.20
C -0.66 0.86 -1.44
O 0.60 1.04 -1.80
Cl -2.06 1.11 -2.48
H 0.17 0.04 0.69

Calculated values
frontier orbital gap: 0.31833 hartree
LUMO level: -0.586 eV
total charge: 0

Partial charges, Löwdin, in e:
1 C 0.220
2 C -0.922
3 O -0.057
4 Cl 0.672
5 H 0.087

We find one to be the most stable, with the next structure 57.6 kcal/mol higher.

## one
C3HN3O | the ωB97M-V functional and the def2-TZVPD basis

CARTESIAN COORDINATES (ANGSTROEM)
N -2.85 -0.46 0.05
C -1.73 -0.38 -0.11
C -0.36 -0.29 -0.21
C 0.68 -1.22 -0.02
N 1.67 -1.92 0.01
N -0.03 0.97 -0.01
O 1.29 1.17 -0.09
H 1.33 2.12 0.38

Calculated values
frontier orbital gap: 0.34840 hartree
SMILES: N#CC(C#N)=NO
LUMO level: -1.372 eV
total charge: 0

Atomic partial charges in e from the Löwdin method, atoms 1 to 6:
1 N 0.200
2 C -0.201
3 C -0.288
4 C -0.129
5 N 0.190
6 N 0.054

## two
C3HN3O | the ωB97M-V functional and the def2-TZVPD basis

CARTESIAN COORDINATES (ANGSTROEM)
C -0.45 1.19 1.70
N -0.32 0.08 1.49
O -0.28 -1.07 1.20
H -0.16 2.18 1.65
N 1.43 0.82 -1.21
C 0.86 -0.14 -1.55
C -0.18 -1.09 -1.61
N -0.91 -1.98 -1.67

Calculated values
frontier orbital gap: 0.37243 hartree
SMILES: C#[N+][O-].N#CC#N
LUMO level: -0.345 eV
total charge: 0

Atomic partial charges in e from the Löwdin method, atoms 1 to 6:
1 C 0.144
2 N -0.219
3 O 0.014
4 H 0.063
5 N 0.191
6 C -0.177

We find one to be the most stable, with the next structure 18.8 kcal/mol higher.

## one
C2H4O4S | the ωB97M-V functional and the def2-TZVPD basis

CARTESIAN COORDINATES (ANGSTROEM)
C -0.22 0.63 -0.49
C 0.24 -0.34 0.76
O 2.34 -0.33 -0.77
O 1.27 0.10 1.60
O -1.49 0.17 -0.87
O -0.80 -1.02 1.27
S 1.84 -0.97 0.43
H -0.20 1.63 0.14
H 0.40 0.96 -1.47
H -1.71 -0.26 -1.70
H -1.68 -0.57 1.11

Calculated values
frontier orbital gap: 0.36840 hartree
LUMO level: 0.444 eV
total charge: 0

Atomic partial charges in e from the Löwdin method, atoms 1 to 6:
1 C -0.170
2 C -0.722
3 O -0.473
4 O -0.207
5 O -0.083
6 O 0.043

## two
C2H4O4S | the ωB97M-V functional and the def2-TZVPD basis

CARTESIAN COORDINATES (ANGSTROEM)
C -0.07 1.65 -0.65
C -0.68 0.92 0.19
O -2.02 -2.02 -0.91
O 0.07 -2.05 0.37
O 1.78 0.02 0.27
O -1.44 0.31 0.84
S -1.40 -1.90 0.39
H -0.80 1.97 -1.23
H 0.98 1.77 -0.58
H 1.27 -0.80 0.30
H 2.32 0.12 1.01

Calculated values
frontier orbital gap: 0.34935 hartree
LUMO level: -0.530 eV
total charge: 0

Atomic partial charges in e from the Löwdin method, atoms 1 to 6:
1 C 0.079
2 C -0.272
3 O -0.401
4 O -0.448
5 O -0.044
6 O 0.009

We find two to be the most stable, with the next structure 17.5 kcal/mol higher.

## one
CH4NS | the ωB97M-V functional and the def2-TZVPD basis

CARTESIAN COORDINATES (ANGSTROEM)
S 1.56 -0.73 0.30
H 2.40 -1.17 -0.68
C -2.00 0.36 -0.49
N -1.44 1.36 0.03
H -3.06 0.22 -0.69
H -1.37 -0.61 -0.59
H -0.42 1.32 -0.15

Calculated values
frontier orbital gap: 0.25567 hartree
LUMO level: 4.286 eV
total charge: -1

Atomic partial charges in e from the Löwdin method, atoms 1 to 6:
1 S -0.327
2 H -0.478
3 C -0.214
4 N -0.017
5 H 0.025
6 H 0.037

## two
CH4NS | the ωB97M-V functional and the def2-TZVPD basis

CARTESIAN COORDINATES (ANGSTROEM)
S -1.63 1.09 -0.18
H -2.87 0.58 -0.05
C 1.34 -1.10 -0.27
N 2.28 -1.25 0.59
H 1.11 -1.88 -0.98
H 0.70 -0.22 -0.27
H 2.23 -0.46 1.22

Calculated values
frontier orbital gap: 0.26465 hartree
LUMO level: 4.525 eV
total charge: -1

Atomic partial charges in e from the Löwdin method, atoms 1 to 6:
1 S -0.324
2 H -0.500
3 C -0.166
4 N -0.023
5 H 0.046
6 H -0.050

We find two to be the most stable, with the next structure 6.4 kcal/mol higher.

## one
C5H9NO2S | the ωB97M-V functional and the def2-TZVPD basis

CARTESIAN COORDINATES (ANGSTROEM)
O 2.41 -1.70 -2.22
C 1.79 -1.22 -1.22
C 1.63 -1.59 0.24
C 0.75 -0.27 0.27
S -1.00 -0.63 0.54
C -1.90 0.86 -0.04
C -1.26 2.16 0.57
O -1.76 2.20 1.92
N 1.08 -0.02 -1.12
H 2.62 -1.74 0.88
H 1.16 -2.45 0.51
H 1.09 0.61 0.88
H -2.01 0.83 -1.03
H -3.01 0.49 0.32
H -1.82 2.97 -0.10
H -0.33 2.13 0.51
H -1.43 3.09 2.36
H 0.89 0.63 -1.64

Calculated values
frontier orbital gap: 0.34650 hartree
SMILES: O=C1C[C@H](SCCO)N1
LUMO level: 0.514 eV
total charge: 0

Atomic partial charges in e from the Löwdin method, atoms 1 to 6:
1 O 0.020
2 C -0.398
3 C -0.053
4 C -0.572
5 S 0.899
6 C -0.431

## two
C5H9NO2S | the ωB97M-V functional and the def2-TZVPD basis

CARTESIAN COORDINATES (ANGSTROEM)
N 0.51 2.34 0.44
C -0.36 1.24 0.47
C -1.25 0.89 -0.80
S -1.86 -0.76 -0.48
C -0.74 -1.14 0.99
C 0.34 -0.10 0.94
C 1.46 -0.56 -0.04
O 1.80 -1.76 -0.05
O 1.97 0.26 -0.84
H 1.31 2.01 -0.17
H 0.16 3.18 0.34
H -1.11 1.36 1.25
H -0.50 1.01 -1.57
H -2.12 1.60 -0.87
H -0.36 -2.01 0.89
H -1.40 -1.18 1.92
H 0.75 0.11 1.87
H 2.53 -0.24 -1.32

Calculated values
frontier orbital gap: 0.34070 hartree
SMILES: N[C@H]1CSC[C@H]1C(=O)O
LUMO level: 0.653 eV
total charge: 0

Atomic partial charges in e from the Löwdin method, atoms 1 to 6:
1 N 0.085
2 C -0.430
3 C -0.456
4 S 0.859
5 C -0.360
6 C -0.213

We find two to be the most stable, with the next structure 59.8 kcal/mol higher.